Entry 1:
{"formula": "C29H69NO11P", "method": "ωB97M-V/def2-TZVPD", "species": ["C", "C", "C", "C", "C", "C", "C", "O", "O", "P", "O", "O", "C", "C", "C", "C", "N", "O", "H", "H", "H", "H", "H", "H", "H", "H", "H", "H", "H", "H", "H", "H", "H", "H", "H", "H", "H", "H", "H", "C", "C", "C", "O", "H", "H", "H", "H", "H", "H", "H", "H", "C", "C", "C", "O", "H", "H", "H", "H", "H", "H", "H", "H", "C", "C", "C", "O", "H", "H", "H", "H", "H", "H", "H", "H", "C", "C", "C", "O", "H", "H", "H", "H", "H", "H", "H", "H", "C", "C", "C", "O", "H", "H", "H", "H", "H", "H", "H", "H", "C", "C", "C", "O", "H", "H", "H", "H", "H", "H", "H", "H"], "positions_angstrom": [[1.842, -0.187, 0.578], [0.898, 0.836, -0.351], [1.015, 2.311, 0.430], [-0.618, 0.220, -0.272], [-1.668, 0.790, -1.392], [-2.403, 2.204, -1.008], [-3.478, 2.115, 0.229], [-3.351, 1.365, 1.329], [-4.724, 2.937, 0.069], [-3.048, -0.576, -1.553], [-4.566, 0.118, -2.049], [-3.139, -1.390, -0.017], [-0.888, 0.795, -2.834], [0.637, 1.395, -2.800], [0.627, 3.060, -2.863], [1.335, 0.931, -4.249], [1.531, 0.831, -1.722], [2.759, 1.377, -1.741], [2.807, -0.547, 0.022], [2.194, 0.341, 1.582], [1.220, -1.172, 0.837], [2.146, 2.584, 0.613], [0.497, 2.124, 1.489], [0.389, 3.153, -0.087], [-0.511, -0.951, -0.475], [-1.019, 0.304, 0.835], [-1.680, 3.095, -0.770], [-3.015, 2.536, -1.977], [-4.476, 3.851, -0.311], [-5.265, -0.534, -1.687], [-4.085, -1.389, 0.315], [-1.560, 1.348, -3.642], [-0.807, -0.335, -3.206], [-0.456, 3.502, -2.631], [1.379, 3.559, -2.119], [0.886, 3.424, -3.955], [2.329, 1.528, -4.472], [1.589, -0.214, -4.258], [0.570, 1.152, -5.115], [-2.318, -4.229, 1.511], [-2.452, -5.639, 0.958], [-3.814, -6.233, 1.280], [-1.433, -6.464, 1.516], [-2.417, -4.225, 2.602], [-1.329, -3.818, 1.282], [-3.079, -3.565, 1.088], [-2.305, -5.624, -0.128], [-3.966, -6.300, 2.363], [-3.892, -7.252, 0.886], [-4.620, -5.629, 0.850], [-1.556, -6.483, 2.479], [-1.124, -5.938, -5.112], [-1.476, -5.391, -3.737], [-2.761, -6.007, -3.208], [-1.627, -3.976, -3.816], [-1.911, -5.706, -5.838], [-0.204, -5.477, -5.485], [-0.985, -7.023, -5.081], [-0.656, -5.594, -3.039], [-3.606, -5.778, -3.867], [-3.008, -5.595, -2.223], [-2.671, -7.094, -3.120], [-2.353, -3.786, -4.433], [2.993, -3.554, -1.675], [3.751, -3.309, -0.380], [5.062, -4.079, -0.351], [2.943, -3.711, 0.723], [2.742, -4.615, -1.788], [2.046, -3.004, -1.677], [3.582, -3.241, -2.543], [3.950, -2.238, -0.268], [4.884, -5.158, -0.417], [5.591, -3.902, 0.591], [5.713, -3.781, -1.179], [2.761, -4.661, 0.632], [-0.218, 7.055, 2.306], [-0.352, 5.645, 1.753], [-1.714, 5.051, 2.075], [0.667, 4.820, 2.311], [-0.317, 7.059, 3.397], [0.771, 7.466, 2.077], [-0.979, 7.719, 1.883], [-0.205, 5.660, 0.667], [-1.866, 4.984, 3.158], [-1.792, 4.032, 1.682], [-2.520, 5.655, 1.646], [0.544, 4.801, 3.274], [-1.124, 0.281, 3.751], [-1.476, 0.827, 5.125], [-2.761, 0.212, 5.654], [-1.627, 2.242, 5.046], [-1.911, 0.512, 3.024], [-0.204, 0.742, 3.377], [-0.985, -0.804, 3.781], [-0.656, 0.624, 5.823], [-3.606, 0.441, 4.995], [-3.008, 0.624, 6.639], [-2.671, -0.875, 5.742], [-2.353, 2.432, 4.429], [6.127, 5.175, 1.341], [5.283, 4.038, 0.788], [5.107, 4.160, -0.717], [4.003, 4.053, 1.415], [5.651, 6.144, 1.153], [6.235, 5.082, 2.427], [7.124, 5.182, 0.889], [5.754, 3.079, 1.028], [4.595, 5.093, -0.978], [4.487, 3.342, -1.100], [6.074, 4.136, -1.230], [3.577, 4.901, 1.208]], "forces_ev_per_angstrom": [[-0.1957, -0.4864, 0.3564], [0.8430, -0.5919, 2.8939], [-0.7057, -0.9304, 0.4781], [0.2209, -0.8445, -0.4286], [0.0490, 1.0165, 1.3771], [-0.6606, 0.6725, -0.6194], [-0.3992, -2.2590, 4.2374], [-0.9956, 4.7996, -7.2301], [3.7634, -0.2107, 0.0870], [0.8757, -2.2721, -1.2442], [0.0688, -1.3568, 2.6890], [-2.0893, 1.7957, -0.9574], [-0.2490, -0.7081, 0.0662], [0.0591, 0.6848, -3.0626], [-0.5559, 0.5366, 0.0501], [-0.0968, 0.0599, -0.0691], [0.0955, 2.9224, 0.4517], [-2.6717, -1.6478, -0.0722], [-1.9607, 0.9734, 0.8858], [-0.8953, -1.1433, -2.1654], [1.4004, 2.1748, -0.4106], [-2.4144, -0.3643, -0.5651], [1.2069, 0.4708, -2.2875], [1.4285, -1.4972, 0.8623], [-0.2403, 2.4024, 0.3111], [0.7867, 0.0515, -2.3956], [-1.2089, -1.7498, -0.2492], [1.1540, -0.6774, 2.1924], [-0.3172, -2.2320, 0.5653], [1.3990, 1.5658, -1.0179], [1.5536, 0.1757, -0.1931], [1.6633, -0.9399, 1.6376], [-0.2483, 2.3003, 0.9416], [2.2911, -1.0551, -0.4071], [-1.3441, -1.1727, -1.4683], [-0.4601, -0.8706, 2.2308], [-2.1194, -1.1910, 0.6772], [-0.5804, 2.1611, 0.1502], [1.4741, -0.4094, 1.7063], [0.0947, 0.2403, -0.1688], [-0.2151, 0.1867, 0.6911], [-0.1914, -0.2354, -0.2294], [0.2107, -0.2318, 0.0340], [-0.1143, -0.1000, -0.0538], [-0.1809, -0.0284, -0.0679], [0.1923, -0.0744, 0.0814], [0.1743, -0.1245, 0.2092], [0.0369, 0.1539, -0.0619], [0.0127, 0.1634, -0.0196], [0.0424, -0.0675, 0.0742], [0.0279, 0.0575, -0.4390], [0.3348, -0.0997, -0.1220], [-0.5115, 0.0013, -0.4534], [-0.0715, -0.1150, 0.3324], [0.0540, 0.2047, 0.0237], [-0.0498, -0.0805, 0.1386], [-0.0917, -0.0936, 0.1202], [-0.0265, 0.1011, -0.0562], [-0.0877, 0.2455, -0.0569], [0.1301, -0.0690, -0.0737], [0.0904, -0.0757, -0.1408], [-0.0610, 0.0988, -0.0049], [0.3048, -0.0951, 0.2953], [-0.1888, 0.2641, -0.1847], [-0.0239, -0.6697, -0.2321], [0.3280, 0.1142, 0.1414], [-0.1336, 0.0070, 0.2139], [0.1549, 0.0261, 0.0317], [0.1557, 0.0125, 0.0018], [-0.0832, -0.0530, 0.0544], [-0.1131, -0.2158, 0.1519], [-0.0665, 0.0910, -0.1222], [-0.0732, 0.0540, -0.1518], [-0.0438, -0.0724, 0.0809], [0.0748, 0.4143, 0.0060], [0.1390, 0.2931, -0.1679], [-0.1436, 0.0394, 0.7474], [-0.2199, -0.1975, -0.2213], [0.1433, 0.0065, -0.0479], [-0.1221, -0.0777, -0.1038], [-0.1544, -0.0636, -0.0448], [0.0749, -0.0219, 0.0830], [0.1679, -0.1285, 0.1189], [0.0380, 0.1208, -0.0825], [0.0454, 0.0883, 0.0145], [0.0192, -0.0320, 0.0792], [0.0335, -0.0380, -0.3787], [0.2325, -0.0771, -0.1551], [-0.4498, -0.1354, -0.4848], [-0.1013, -0.0787, 0.3380], [0.0181, 0.3783, 0.0410], [-0.0312, -0.0905, 0.1715], [-0.0257, -0.0946, 0.1265], [0.0027, 0.0844, -0.0507], [-0.0928, 0.2622, -0.0507], [0.1471, -0.0752, -0.0857], [0.1063, -0.0879, -0.0983], [-0.0499, 0.1006, -0.0188], [0.2913, -0.1837, 0.2020], [0.2558, -0.0266, 0.2862], [-0.1599, 0.6261, -0.2602], [-0.0263, -0.3242, -0.2541], [-0.1189, -0.0719, 0.1124], [0.0221, -0.0951, -0.1354], [0.0212, -0.0533, -0.1589], [-0.0922, 0.0507, 0.0487], [-0.2459, 0.0746, 0.0737], [0.1367, 0.0457, 0.1013], [0.1263, 0.0339, 0.0772], [-0.1056, 0.0361, 0.0078], [0.1022, -0.3757, 0.1234]], "lowdin_charge": [-0.036, -0.373, -0.039, -0.111, -0.479, -0.096, -0.275, -0.029, -0.029, 0.982, -0.343, -0.353, -0.131, -0.394, -0.047, -0.077, -0.133, -0.046, 0.067, 0.100, 0.093, 0.091, 0.094, 0.058, 0.126, 0.119, 0.104, 0.136, 0.129, 0.080, 0.069, 0.141, 0.123, 0.077, 0.081, 0.090, 0.093, 0.090, 0.091, -0.059, -0.499, -0.066, -0.060, 0.083, 0.083, 0.055, 0.118, 0.080, 0.080, 0.078, 0.092, -0.068, -0.504, -0.062, -0.073, 0.080, 0.080, 0.080, 0.139, 0.083, 0.060, 0.084, 0.089, -0.060, -0.511, -0.066, -0.065, 0.080, 0.073, 0.081, 0.116, 0.080, 0.081, 0.080, 0.093, -0.063, -0.503, -0.054, -0.065, 0.084, 0.080, 0.080, 0.134, 0.086, 0.059, 0.081, 0.102, -0.061, -0.494, -0.064, -0.066, 0.052, 0.069, 0.085, 0.139, 0.082, 0.079, 0.079, 0.085, -0.069, -0.498, -0.060, -0.070, 0.080, 0.079, 0.079, 0.141, 0.081, 0.063, 0.080, 0.088], "total_energy_ha": -2369.8227, "orbital_gap_ev": [8.2, 7.9], "s_squared": 0.75, "homo_ev": [-8.085, -8.087], "spin_multiplicity": 2, "charge": 0}

=====

Entry 2:
{"formula": "C4H6N2O8", "method": "ωB97M-V/def2-TZVPD", "species": ["C", "C", "C", "C", "O", "N", "O", "O", "O", "O", "O", "N", "O", "O", "H", "H", "H", "H", "H", "H"], "positions_angstrom": [[2.069, 0.864, -1.307], [0.825, 0.385, -1.278], [0.076, 0.187, 0.034], [0.707, -0.650, 1.163], [1.762, 0.078, 1.817], [2.324, -0.790, 2.736], [1.850, -1.917, 2.815], [3.256, -0.381, 3.428], [-1.114, -0.498, -0.210], [-1.900, 0.211, -1.189], [-3.077, 0.516, -0.578], [-4.119, 0.372, -1.688], [-4.057, 1.279, -2.471], [-4.849, -0.568, -1.480], [2.571, 1.030, -2.241], [2.563, 1.145, -0.387], [0.297, 0.033, -2.174], [-0.130, 1.182, 0.441], [-0.079, -0.897, 1.865], [1.024, -1.584, 0.705]], "forces_ev_per_angstrom": [[-0.9565, -0.1144, 0.0199], [0.8430, -0.5687, 0.4928], [0.7143, 1.7688, -0.2325], [-0.8905, -0.0877, -1.5260], [-0.0056, -0.7204, -0.0302], [1.6870, -1.6028, 2.4233], [0.4553, 1.4684, -0.2346], [-1.9416, 0.2051, -1.9637], [-1.8303, -1.1544, -0.1097], [2.4898, -0.1191, -0.7719], [-1.7663, 0.4782, 0.7563], [-0.2897, -0.3705, 0.8263], [-0.4923, -1.7539, 0.7239], [1.0873, 1.9211, -1.0387], [0.2689, -0.0391, -0.1895], [0.1399, 0.0915, -0.0462], [0.2750, 0.3487, 0.3382], [-0.2012, 0.0738, 0.0730], [-0.1033, 0.1224, 0.2563], [0.5167, 0.0529, 0.2331]], "nbo_charge": [-0.378, -0.215, 0.020, -0.103, -0.315, 0.706, -0.367, -0.337, -0.246, -0.032, -0.158, 0.695, -0.268, -0.268, 0.209, 0.203, 0.222, 0.195, 0.219, 0.217], "de_lowest_kj_mol": 761.71, "total_energy_ha": -866.9312, "smiles": "C=C[C@H](CO[N+](=O)[O-])OOO[N+](=O)[O-]", "orbital_gap_ev": 9.6, "homo_ev": -10.395, "spin_multiplicity": 1, "charge": 0}

=====

Entry 3:
{"formula": "C20H27N4O3", "method": "ωB97M-V/def2-TZVPD", "species": ["O", "O", "O", "C", "C", "C", "C", "C", "C", "C", "C", "C", "C", "C", "C", "N", "N", "N", "N", "C", "C", "C", "C", "C", "C", "C", "C", "H", "H", "H", "H", "H", "H", "H", "H", "H", "H", "H", "H", "H", "H", "H", "H", "H", "H", "H", "H", "H", "H", "H", "H", "H", "H", "H"], "positions_angstrom": [[6.281, -2.762, 0.668], [-3.693, 3.988, -3.745], [1.570, -3.547, 2.783], [5.468, -3.520, 0.161], [-3.954, 3.723, -2.574], [2.690, -4.027, 2.628], [2.636, -0.436, -0.214], [2.466, -1.287, 0.843], [0.513, -1.090, -0.182], [-6.330, 6.502, -1.575], [-6.435, 6.287, -0.200], [-5.514, 5.674, -2.351], [-5.721, 5.245, 0.397], [-4.799, 4.614, -1.762], [-4.902, 4.403, -0.369], [1.407, -0.324, -0.846], [2.903, -5.302, 2.963], [4.258, -3.734, 0.685], [1.143, -1.682, 0.852], [5.808, -4.255, -1.114], [4.157, -6.057, 2.880], [-2.224, 1.830, -2.717], [-4.176, 3.263, 0.316], [-2.975, 2.757, -0.494], [-3.401, 2.437, -1.934], [3.512, -1.682, 1.865], [3.825, -3.194, 1.988], [3.561, 0.066, -0.483], [-0.540, -1.202, -0.427], [-6.880, 7.312, -2.045], [-7.070, 6.931, 0.402], [-5.440, 5.853, -3.422], [-5.813, 5.086, 1.468], [1.213, 0.251, -1.662], [2.107, -5.771, 3.371], [3.652, -4.379, 0.202], [0.751, -2.316, 1.554], [5.832, -5.327, -0.922], [5.072, -4.026, -1.882], [6.794, -3.932, -1.449], [4.994, -5.465, 3.255], [4.358, -6.357, 1.850], [4.078, -6.959, 3.491], [-2.534, 1.581, -3.737], [-1.875, 0.914, -2.232], [-1.393, 2.542, -2.771], [-3.828, 3.587, 1.302], [-4.884, 2.442, 0.467], [-2.192, 3.525, -0.501], [-2.565, 1.864, -0.013], [-4.212, 1.702, -1.914], [3.190, -1.318, 2.843], [4.439, -1.155, 1.632], [4.672, -3.275, 2.672]], "forces_ev_per_angstrom": [[-0.4680, -0.0419, 0.3384], [-0.2216, -0.2985, 1.1052], [-0.2402, 0.5835, -0.0467], [2.1371, 0.7054, -0.5269], [0.6239, -0.2232, -1.7129], [-0.3734, 0.0713, -0.7341], [-0.0936, -0.4639, 0.5169], [0.8410, 0.0499, 0.1595], [0.4963, 0.1075, 0.1598], [0.3338, -0.3564, -0.1365], [0.3047, -0.3683, -0.0880], [-0.1347, 0.1242, 0.2726], [-0.0801, 0.2233, -0.4988], [-0.4951, 0.3612, 0.9636], [-0.2755, 0.2047, 0.0217], [-0.2222, -0.6022, 0.7654], [0.7897, -0.4084, 0.1326], [-1.9238, -0.6465, 1.0133], [-0.2374, 0.9954, -1.3245], [-0.0700, 0.0753, 0.1086], [-0.0193, 0.1535, -0.0782], [-0.4767, 0.3330, -0.3504], [0.3670, 0.1249, -0.1573], [-0.6704, 0.0355, 0.0683], [0.6808, 0.2463, 0.2631], [-0.7118, -0.1999, 0.2372], [0.4411, 0.0607, -0.4570], [-0.5117, -0.0227, -0.2480], [0.3917, 0.0631, 0.0336], [0.0922, -0.1370, 0.0599], [0.1107, -0.1145, -0.0583], [0.0942, -0.1791, 0.2080], [0.0818, -0.0368, -0.0896], [-0.0977, -0.2467, 0.2818], [-0.0403, 0.1528, -0.0654], [-0.0423, 0.0101, 0.0805], [0.2430, -0.0800, 0.0199], [-0.0790, -0.0992, -0.1413], [-0.0629, -0.1661, -0.1435], [-0.1892, -0.0234, 0.1035], [-0.0631, -0.0770, -0.0565], [0.0754, -0.0166, 0.1001], [-0.0692, 0.2256, -0.0734], [0.1827, 0.0926, 0.1692], [-0.0799, 0.0030, 0.0836], [-0.1070, -0.0693, -0.0467], [-0.2085, -0.0281, -0.0579], [0.0356, -0.0100, 0.0441], [-0.0190, -0.0671, -0.0647], [0.0458, 0.0307, -0.0476], [-0.1543, 0.0783, 0.0784], [-0.0425, -0.0264, 0.0337], [-0.0735, -0.2081, -0.1390], [0.1854, 0.1054, -0.0794]], "nbo_charge": [-0.617, -0.541, -0.680, 0.672, 0.576, 0.676, -0.056, 0.160, 0.247, -0.224, -0.169, -0.127, -0.214, -0.202, 0.041, -0.464, -0.577, -0.628, -0.469, -0.710, -0.422, -0.594, -0.429, -0.380, -0.315, -0.445, -0.131, 0.264, 0.254, 0.224, 0.222, 0.238, 0.214, 0.461, 0.422, 0.403, 0.496, 0.233, 0.225, 0.259, 0.214, 0.203, 0.234, 0.239, 0.174, 0.210, 0.221, 0.216, 0.205, 0.194, 0.222, 0.252, 0.271, 0.251], "total_energy_ha": -1222.9065, "orbital_gap_ev": 8.1, "homo_ev": -10.903, "spin_multiplicity": 1, "charge": 1}

=====

Entry 4:
{"formula": "C4H9NO", "method": "ωB97M-V/def2-TZVPD", "species": ["C", "N", "C", "C", "O", "C", "H", "H", "H", "H", "H", "H", "H", "H", "H"], "positions_angstrom": [[-1.102, 1.123, -0.246], [-0.555, -0.069, 0.031], [-1.318, -1.268, 0.317], [0.777, -0.037, -0.590], [1.045, -0.829, -1.508], [1.843, 0.274, 0.498], [-1.847, 1.513, 0.457], [0.552, 1.243, -0.779], [-1.154, 1.522, -1.254], [-1.575, -1.755, -0.631], [-2.243, -0.991, 0.831], [-0.739, -1.964, 0.928], [2.130, -0.648, 1.014], [1.495, 1.019, 1.219], [2.719, 0.662, -0.027]], "forces_ev_per_angstrom": [[-0.1463, -0.1883, 0.0440], [-0.0145, 0.1987, -0.2283], [-0.0307, -0.0853, 0.1208], [-0.0494, 0.0556, 0.1027], [-0.0474, 0.1468, -0.0138], [0.1370, 0.0201, 0.0732], [0.0752, -0.0583, -0.1241], [0.0129, 0.0145, -0.0265], [0.1414, -0.0306, 0.0907], [0.0302, 0.0218, 0.1712], [0.1506, -0.0282, -0.0400], [-0.0260, 0.1215, -0.0698], [-0.1230, 0.0579, -0.0911], [0.0103, -0.1407, -0.1085], [-0.1204, -0.1054, 0.0995]], "nbo_charge": [-0.090, -0.373, -0.418, 0.399, -0.674, -0.630, 0.179, 0.114, 0.199, 0.225, 0.208, 0.216, 0.214, 0.207, 0.225], "de_lowest_kj_mol": 462.36, "total_energy_ha": -287.6563, "orbital_gap_ev": [7.9, 7.9], "homo_ev": [-8.428, -8.430], "spin_multiplicity": 1, "charge": 0}

=====

Entry 5:
{"formula": "C3H10N2Si", "method": "ωB97M-V/def2-TZVPD", "species": ["C", "N", "N", "C", "C", "Si", "H", "H", "H", "H", "H", "H", "H", "H", "H", "H"], "positions_angstrom": [[-0.851, 2.090, -0.225], [-0.278, 0.757, 0.034], [1.155, 0.563, 0.059], [1.349, -0.765, -0.476], [0.424, -1.859, 0.089], [-1.160, -0.656, 0.400], [-0.478, 2.719, -0.983], [-2.021, 1.901, -0.436], [-0.796, 2.590, 0.712], [1.516, 0.790, 0.936], [2.447, -0.958, -0.457], [1.164, -0.656, -1.511], [0.221, -2.815, -0.340], [0.815, -2.132, 1.000], [-2.203, -0.896, -0.600], [-1.304, -0.673, 1.799]], "forces_ev_per_angstrom": [[-2.8237, -2.4387, 1.1332], [0.2144, 1.0799, -1.1518], [-2.1800, 0.4058, -1.9859], [1.8730, -0.7383, -0.4571], [-1.7786, 2.5995, -0.0079], [2.7456, -1.3411, -1.4317], [0.9101, 0.2064, -1.2209], [2.5406, 0.5268, 0.3738], [-0.1971, 1.1222, 0.6841], [0.6867, -0.2469, 1.8626], [-0.6444, -0.2729, 0.4484], [-0.3801, 0.0881, -1.3425], [0.1065, -0.2475, -1.4189], [0.7301, -0.4650, 2.6343], [-0.6051, 0.0398, 0.3221], [-1.1981, -0.3180, 1.5581]], "nbo_charge": [-0.382, -0.729, -0.455, -0.230, -0.811, 1.257, 0.200, 0.185, 0.175, 0.341, 0.198, 0.189, 0.235, 0.209, -0.174, -0.208], "de_lowest_kj_mol": 277.03, "total_energy_ha": -519.2240, "smiles": "CN1NCC[SiH2]1", "orbital_gap_ev": 9.0, "homo_ev": -8.046, "spin_multiplicity": 1, "charge": 0}